No. 1
Below is a molecular structure, C22H23CoF6N6O5S2, with properties calculated with ωB97M-V/def2-TZVPD.

* expectation value of S²: 3.76
* orbital gap (spin up / spin down): 8.76 / 8.38 eV
* molecular weight: 688.52 g/mol
* total energy: -4335.03956 Eh

The geometry in ORCA input format:
```
! wB97M-V def2-TZVPD RIJCOSX def2/J DEFGRID3
* xyz 1 4
Co -0.13510 0.04170 -0.16840
F 1.85670 -2.82840 1.86580
C 1.61260 -2.12140 2.96960
F 1.66460 -2.94230 4.00450
F 2.59500 -1.22320 3.08560
S -0.08080 -1.28310 2.85770
O 0.14240 -0.16090 1.95610
O -0.44780 -0.95380 4.18250
N -0.97680 -2.38940 2.17940
S -1.14640 -2.23030 0.63400
O -2.02580 -1.16050 0.21500
O 0.09700 -2.22320 -0.10520
C -2.00050 -3.83270 0.16550
F -1.39070 -4.87150 0.70910
F -3.26910 -3.81790 0.53890
F -1.95460 -3.96590 -1.16190
C -2.93050 3.00970 1.07480
C -1.89840 2.08790 1.01500
N -1.24570 1.81320 -0.12090
C -1.62720 2.44260 -1.22610
C -2.66750 3.37260 -1.27060
C -3.31980 3.67240 -0.07920
C -3.04850 3.99650 -2.54270
C -3.42430 3.32850 -3.63860
C -3.58080 1.88210 -3.71280
C -3.82660 1.22920 -4.92650
C -3.94620 -0.14970 -4.86600
N -3.82230 -0.82290 -3.73450
C -3.60490 -0.12920 -2.63240
N -3.49210 1.17690 -2.58550
H -3.42970 3.20600 2.01150
H -1.56390 1.56870 1.90080
H -1.07920 2.22530 -2.12920
H -4.12540 4.39150 -0.05950
H -3.01850 5.07810 -2.57050
H -3.66390 3.86950 -4.54380
H -3.91440 1.76610 -5.85640
H -4.14170 -0.74370 -5.74750
H -3.49900 -0.66720 -1.70020
N 5.88830 0.00110 0.93210
C 4.59460 0.09070 0.59010
C 3.94660 -0.92930 -0.12920
C 2.63350 -0.77610 -0.49080
N 1.90680 0.31300 -0.19980
C 2.50710 1.28250 0.50200
C 3.81620 1.21960 0.90650
H 6.41290 -0.83340 0.73840
H 6.32040 0.71810 1.48780
H 4.46830 -1.83580 -0.39470
H 2.13270 -1.56730 -1.02820
H 1.90230 2.14890 0.73010
H 4.24250 2.03350 1.46710
C 0.30600 0.32900 -4.60760
C -0.32900 -1.06800 -4.54250
C -0.38340 -1.38430 -3.03640
O -0.11850 -0.14820 -2.36820
C 0.84080 0.51880 -3.18770
H -0.44320 1.08950 -4.82780
H 1.09580 0.39610 -5.35020
H 0.27010 -1.80190 -5.07490
H -1.32440 -1.06500 -4.97820
H 0.37730 -2.12270 -2.76350
H -1.35560 -1.74540 -2.70690
H 1.82470 0.04530 -3.07770
H 0.90930 1.56030 -2.87070
*
```


No. 2
Below is a molecular structure, C26H66F6FeN6O12S2, with properties calculated with ωB97M-V/def2-TZVPD.

* expectation value of S²: 8.76
* orbital gap (spin up / spin down): 9.85 / 7.03 eV
* molecular weight: 888.81 g/mol
* total energy: -4920.71059 Eh

The geometry in ORCA input format:
```
! wB97M-V def2-TZVPD RIJCOSX def2/J DEFGRID3
* xyz 1 6
Fe 12.45509 10.12518 11.50435
C 13.49390 7.58992 7.76559
F 12.74455 6.62194 8.22244
F 14.51073 7.09912 7.11895
F 12.80062 8.38472 6.88981
S 14.10585 8.40916 9.28815
O 12.79426 8.81408 10.03582
O 14.82953 7.40189 9.97536
O 14.84329 9.55530 8.79866
C 11.45388 12.70147 15.06986
F 10.17559 12.49823 14.81810
F 11.83195 13.82255 14.43419
F 11.63101 12.86450 16.38093
S 12.19905 11.14547 14.48206
O 11.43031 10.04947 15.04579
O 11.83678 11.29922 13.01802
O 13.58021 11.16247 14.78561
C 9.37964 8.11735 9.82382
C 9.35013 9.60281 10.28186
C 8.00414 10.11414 10.64899
O 8.05574 11.47813 11.07406
C 7.05220 11.87450 11.95605
N 10.24359 9.82520 11.41069
H 10.31110 7.92370 9.27267
H 8.51736 8.05100 9.12479
H 9.17516 7.37988 10.60426
H 9.82296 10.22014 9.49632
H 7.51592 9.52370 11.45618
H 7.36970 10.14999 9.73659
H 7.36626 12.80917 12.34740
H 6.87133 11.16098 12.75690
H 6.04007 12.11206 11.46798
H 10.00125 9.13700 12.18997
H 10.05992 10.79006 11.86031
C 16.15419 8.72392 12.28466
C 15.50966 10.09484 12.73937
C 16.42517 11.07600 13.32027
O 17.35572 11.54720 12.39763
C 18.43576 12.18229 13.07508
N 14.64912 10.65424 11.65419
H 15.38510 7.95709 12.27790
H 16.92484 8.51008 13.05530
H 16.69909 8.85682 11.33287
H 14.87739 9.85332 13.62446
H 16.98778 10.53680 14.12705
H 15.86618 11.79419 13.87290
H 18.62427 11.78175 14.04904
H 18.16064 13.21138 13.27566
H 19.28781 12.17144 12.41417
H 14.68114 11.66952 11.78579
H 14.99822 10.39543 10.74094
C 16.95488 13.73046 8.35107
C 16.24958 13.19469 9.55722
C 16.01239 14.19733 10.68722
O 15.30784 13.51279 11.72000
C 15.13406 14.37668 12.85953
N 14.95242 12.62615 9.15113
H 17.16495 12.99827 7.60411
H 17.96761 14.04675 8.62956
H 16.43727 14.64500 8.02060
H 16.71942 12.33737 10.02886
H 15.36259 14.98779 10.29198
H 16.89577 14.67690 10.97897
H 14.28863 15.08566 12.71108
H 15.98087 14.99734 13.14336
H 14.99079 13.68379 13.73560
H 14.46247 13.10699 8.40396
H 15.14976 11.69912 8.76734
C 12.67492 6.07622 12.25359
C 11.74127 7.26030 12.45707
C 10.67737 6.84854 13.49379
O 9.49437 7.64762 13.42080
C 8.65876 7.30223 14.49475
N 12.37482 8.52910 12.93802
H 12.03950 5.25479 12.01508
H 13.20822 5.83480 13.24960
H 13.43746 6.26799 11.52598
H 11.26915 7.39530 11.50263
H 11.04077 6.98105 14.49305
H 10.38202 5.79460 13.34392
H 8.00814 8.10367 14.71869
H 9.30279 7.12942 15.34893
H 8.20469 6.35203 14.31252
H 13.20684 8.32127 13.44628
H 11.66525 8.89406 13.59581
C 12.04332 14.05290 10.84170
C 11.29834 12.91820 10.18932
C 10.60000 13.30731 8.87019
O 10.19920 12.14890 8.12784
C 9.71489 12.53051 6.83625
N 12.27266 11.78872 9.98080
H 11.32444 14.87095 10.96018
H 12.80615 14.35679 10.14964
H 12.51696 13.79862 11.80871
H 10.48984 12.59618 10.97242
H 11.26245 13.94762 8.33786
H 9.72070 13.88530 9.27561
H 10.55824 13.05750 6.29746
H 8.78924 13.15921 6.93111
H 9.53090 11.59250 6.32241
H 12.02452 11.32499 9.08187
H 13.17266 12.22318 9.80236
C 15.39026 5.64894 15.59846
C 14.35850 6.53678 16.13898
C 14.55782 6.64744 17.68081
O 15.91378 6.97071 17.87013
C 16.12876 7.76958 19.06607
N 14.49356 7.78030 15.41407
H 15.69794 4.87763 16.28841
H 16.38163 6.17942 15.51573
H 15.11602 5.09656 14.68976
H 13.30142 6.13638 15.96556
H 14.23278 5.72195 18.15198
H 13.89894 7.48632 18.09649
H 17.16002 8.12840 19.09860
H 15.98338 7.17553 19.94381
H 15.39218 8.56531 19.13440
H 13.91655 8.57143 15.70202
H 15.47455 8.03417 15.43191
*
```


No. 3
Below is 2 unconnected molecules or ions with the total composition C7H11N3O, with properties calculated with ωB97M-V/def2-TZVPD.

* orbital gap: 9.07 eV
* molecular weight: 153.19 g/mol
* total energy: -512.73336 Eh

The geometry in ORCA input format:
```
! wB97M-V def2-TZVPD RIJCOSX def2/J DEFGRID3
* xyz 0 1
C -2.86699 1.24222 0.10165
C -2.79109 -0.80018 0.43104
C -0.46248 -1.15309 -0.40191
C 0.88292 0.58494 1.21514
C 1.24181 0.83690 -1.31707
C 2.35675 -1.09546 0.01993
C 1.30247 -0.01367 -0.06086
N -3.55709 0.18593 0.58457
N -1.65678 1.03483 -0.37384
N -1.56320 -0.33911 -0.20026
O -0.55522 -2.34126 -0.49545
H -3.36709 2.15937 0.18027
H -2.94335 -1.91280 0.53774
H -0.14913 0.56077 1.42739
H 1.52245 0.21422 1.96320
H 1.07024 1.71910 1.27500
H 0.55882 1.77503 -1.14274
H 0.90331 0.35975 -2.23677
H 2.20129 1.30249 -1.47562
H 2.76192 -1.33536 -1.03021
H 1.96428 -2.15493 0.27313
H 3.14617 -0.82970 0.72569
*
```


No. 4
Below is 2 unconnected molecules or ions with the total composition C3H8NO, with properties calculated with ωB97M-V/def2-TZVPD.

* orbital gap: 6.67 eV
* molecular weight: 74.10 g/mol
* total energy: -248.76243 Eh

The geometry in ORCA input format:
```
! wB97M-V def2-TZVPD RIJCOSX def2/J DEFGRID3
* xyz 1 1
C 0.56805 2.39321 -1.49669
N 0.90795 1.17138 -1.49880
H 0.60003 2.84018 -2.48613
H 0.43454 2.91110 -0.55324
H 1.01745 0.49996 -0.73807
H 1.05715 0.63027 -2.33793
C -1.03055 -1.20145 0.51592
C -0.32001 -1.21014 1.63860
O 0.08359 -2.30668 2.31772
H -1.16793 -0.25046 0.02295
H -1.61780 -2.02122 0.13153
H -0.12351 -0.36130 2.28988
H -0.40897 -3.09483 2.19424
*
```


No. 5
Below is a molecular structure, C3H5NO2, with properties calculated with ωB97M-V/def2-TZVPD.

* orbital gap: 10.65 eV
* molecular weight: 87.08 g/mol
* total energy: -322.42318 Eh

The geometry in ORCA input format:
```
! wB97M-V def2-TZVPD RIJCOSX def2/J DEFGRID3
* xyz 0 1
C -0.83731 -0.06562 -1.20705
C -0.83864 -0.01910 0.79784
C 0.28100 -0.34985 -0.21598
N -1.75620 0.18803 -0.33426
O 1.49983 0.94462 -0.45199
O 0.86376 -1.51968 -0.07185
H -0.72776 0.09505 -2.22694
H -1.09746 -0.88737 1.37671
H -0.75010 0.79552 1.54518
H 2.27939 0.58299 -0.70701
H 1.37890 -1.41654 0.80350
*
```